Record 1
Density functional theory data (ωB97M-V/def2-TZVPD) for a 12-piece molecular cluster, H24O12 overall in a non-equilibrium geometry.

Computed properties:
HOMO energy (eV): -9.47
LUMO level (Eh): -0.002
Gap between HOMO and LUMO (Ha): 0.346
SMILES: O.O.O.O.O.O.O.O.O.O.O.O
Electronic energy (a.u.): -917.1447
Strongest force on any atom (eV Å⁻¹): 2.94
Energy above the lowest of the compared OMol25 structures with the same formula, charge and spin (kcal/mol): 113.38

Geometry (Å):
1 H -0.73492 0.15262 -1.04682
2 H -0.63426 -0.42939 0.35360
3 H -2.56030 -2.18296 2.03678
4 H -1.38906 -2.84456 2.74426
5 H -1.14027 -1.80167 -3.86739
6 H -0.46916 -2.37214 -5.10602
7 H 0.70241 1.11480 -1.24991
8 H 1.24099 -0.25034 -0.85449
9 H 2.69311 1.71088 2.85334
10 H 3.55767 1.40197 1.64208
11 H -4.03934 -1.47290 0.16548
12 H -3.85171 -1.10877 -1.29817
13 H -1.58091 2.24043 2.26316
14 H -2.65508 1.88181 1.24946
15 H 0.30022 2.90569 3.30753
16 H 1.28971 2.97863 2.15617
17 H -0.03686 2.35377 -2.46995
18 H 0.76046 1.34328 -3.27817
19 H 2.06233 2.73373 -0.62181
20 H 3.50936 2.41130 -0.28686
21 H -1.75667 -3.69060 0.05074
22 H -1.15368 -5.07771 -0.09885
23 H 3.57687 -1.10248 1.52560
24 H 2.87216 -1.90074 0.44106
25 O -0.77613 -0.68158 -0.56578
26 O -1.98326 -2.08793 2.80292
27 O -0.38439 -1.67036 -4.45081
28 O 0.94367 0.25729 -1.61797
29 O 2.72314 1.81235 1.89532
30 O -4.02294 -0.71819 -0.43380
31 O -2.40423 1.74796 2.17041
32 O 0.46683 3.36486 2.47663
33 O 0.79423 2.24759 -2.94640
34 O 2.61300 2.07014 -0.19123
35 O -1.41617 -4.30399 -0.61017
36 O 2.88318 -1.03281 0.86007

Cartesian forces, eV/Å:
H -0.2 -0.8 0.0
H -0.3 -0.1 0.2
H 0.0 0.2 0.1
H 0.0 0.1 0.1
H 0.2 0.0 0.1
H 0.1 0.1 0.0
H 1.1 -0.1 -0.1
H 0.0 0.0 -0.2
H 0.3 -0.2 0.4
H -0.3 0.0 -0.2
H -0.1 0.2 -0.1
H 0.1 0.1 0.1
H 0.1 0.1 -0.1
H -0.1 -0.1 0.1
H 0.0 0.1 0.0
H 0.2 -0.1 -0.4
H -0.1 0.2 -0.4
H 0.2 -0.1 0.1
H 0.2 0.0 -0.3
H -0.2 0.1 -0.2
H 0.1 0.1 -0.2
H 0.0 0.0 -0.1
H -0.1 0.0 0.0
H 0.0 0.0 0.0
O -2.0 -0.9 1.5
O 0.1 -0.2 -0.2
O -0.2 -0.1 -0.1
O 1.7 0.4 -0.6
O 0.2 -0.3 2.9
O -0.2 -0.2 0.0
O 0.1 0.0 -0.1
O -0.4 0.0 0.3
O -0.4 1.1 -0.4
O 0.1 0.6 -2.4
O -0.1 -0.1 0.2
O 0.1 -0.2 0.0


Record 2
Density functional theory data (ωB97M-V/def2-TZVPD) for a 12-piece molecular cluster, H24O12 overall in a non-equilibrium geometry.

Computed properties:
HOMO energy (eV): -10.08
LUMO level (Eh): -0.006
Gap between HOMO and LUMO (Ha): 0.365
SMILES: O.O.O.O.O.O.O.O.O.O.O.O
Electronic energy (a.u.): -917.2743
Strongest force on any atom (eV Å⁻¹): 1.16
Energy above the lowest of the compared OMol25 structures with the same formula, charge and spin (kcal/mol): 32.02

Geometry (Å):
1 O 1.54954 -0.18304 -3.73381
2 H 2.02706 0.03298 -4.53477
3 H 1.93242 0.38526 -3.06547
4 O -2.03785 2.13959 -0.00447
5 H -2.81447 2.58503 0.33416
6 H -2.35990 1.28878 -0.30223
7 O -0.00109 2.91886 -1.67836
8 H -0.41711 2.43720 -0.96339
9 H -0.60417 3.63809 -1.86604
10 O -0.57811 -1.27073 -2.45869
11 H -1.09071 -1.68454 -3.15312
12 H 0.17605 -0.89191 -2.91031
13 O -1.96195 0.46355 3.13783
14 H -2.31114 0.60294 4.01810
15 H -2.72584 0.52429 2.56423
16 O 0.57876 0.73513 4.13224
17 H -0.05129 0.50895 3.44805
18 H 0.03977 1.02107 4.86979
19 O 2.47972 1.61358 -1.73050
20 H 1.77905 2.24795 -1.88169
21 H 3.05618 2.03940 -1.09599
22 O 0.64082 -0.41264 0.49654
23 H 0.64200 -0.24455 -0.44578
24 H -0.17709 -0.02533 0.80837
25 O 3.13907 -0.16332 1.18238
26 H 3.28705 0.77890 1.26346
27 H 2.20830 -0.24296 0.97365
28 O -2.65658 -0.55781 -0.59855
29 H -1.87764 -0.82815 -1.08477
30 H -3.38706 -0.76388 -1.18179
31 O -0.45553 -3.62472 -0.48514
32 H -0.04218 -3.73567 -1.34134
33 H -0.68941 -2.69720 -0.44994
34 O 1.22519 -2.92037 2.79305
35 H 0.91881 -2.13369 2.34194
36 H 0.55933 -3.58105 2.60237

Cartesian forces, eV/Å:
O -0.2 -0.3 -0.3
H 0.0 -0.1 -0.2
H 0.5 0.4 0.6
O 0.2 0.4 0.3
H 0.0 0.3 0.1
H -0.3 -0.9 -0.3
O 0.7 0.1 -0.5
H -0.4 0.0 0.4
H -0.1 0.1 0.0
O -0.8 -0.3 0.8
H -0.1 -0.1 -0.2
H 0.8 0.4 -0.6
O -0.1 0.0 -0.2
H 0.0 0.0 0.3
H -0.1 0.0 -0.3
O 0.6 0.1 0.1
H -0.2 0.0 -0.1
H 0.0 0.1 0.1
O 0.2 -0.4 -0.2
H -0.7 0.5 0.0
H 0.3 -0.2 0.1
O -0.7 -0.3 -0.1
H 0.2 0.0 -0.4
H -0.3 0.2 0.3
O 1.0 0.0 0.1
H 0.1 0.1 0.2
H -0.4 0.0 0.1
O -0.4 0.4 0.6
H 0.7 -0.2 -0.6
H -0.2 -0.1 -0.1
O -0.2 -0.4 0.3
H 0.2 0.1 -0.2
H 0.1 0.2 0.0
O 0.1 -0.1 0.3
H 0.1 0.2 -0.2
H -0.1 -0.2 -0.2


Record 3
Density functional theory data (ωB97M-V/def2-TZVPD) for a 12-piece molecular cluster, H24O12 overall.

Computed properties:
HOMO energy (eV): -9.78
LUMO level (Eh): -0.022
Gap between HOMO and LUMO (Ha): 0.337
SMILES: O.O.O.O.O.O.O.O.O.O.O.O
Electronic energy (a.u.): -917.2665
Strongest force on any atom (eV Å⁻¹): 0.74
Energy above the lowest of the compared OMol25 structures with the same formula, charge and spin (kcal/mol): 36.95

Geometry (Å):
1 O -2.85194 0.23547 -2.67426
2 H -3.65271 0.74970 -2.56272
3 H -2.14887 0.80391 -2.34010
4 O -2.01595 -2.67274 0.81136
5 H -2.85532 -2.73665 0.35330
6 H -1.53202 -1.99238 0.33684
7 O 2.93989 -0.36027 -1.73721
8 H 2.00546 -0.45811 -1.93598
9 H 2.97912 -0.34274 -0.77856
10 O 2.66076 -0.53458 0.92490
11 H 2.26526 -0.74268 1.77507
12 H 2.98954 0.36061 1.02317
13 O -2.63160 0.32224 1.17975
14 H -2.81098 1.23657 0.95114
15 H -3.48167 -0.03208 1.44613
16 O 0.44665 -0.56628 -3.09333
17 H -0.23591 -0.11769 -3.59558
18 H 0.02931 -0.77507 -2.25377
19 O 2.08729 -3.13555 -0.47511
20 H 2.90109 -3.41509 -0.05356
21 H 1.94288 -2.24387 -0.15128
22 O -0.62985 3.11381 0.39982
23 H 0.11611 2.68761 0.82947
24 H -0.46274 4.05200 0.50479
25 O 1.24720 2.25440 2.40631
26 H 2.20426 2.22936 2.35541
27 H 1.05930 2.42064 3.33186
28 O 0.50991 -2.07638 2.39079
29 H 0.21268 -1.59059 3.16194
30 H -0.29918 -2.35839 1.95685
31 O -0.92657 1.92462 -1.95012
32 H 0.02051 1.91276 -2.09955
33 H -1.04040 2.43196 -1.13836
34 O -0.18845 -0.44124 -0.02657
35 H -1.10859 -0.17458 0.04777
36 H 0.25551 0.03131 0.67937

Cartesian forces, eV/Å:
O -0.4 -0.6 0.0
H -0.1 0.0 -0.1
H 0.4 0.3 0.0
O -0.1 -0.1 0.3
H -0.1 -0.1 -0.1
H 0.3 0.1 -0.2
O 0.4 0.5 -0.1
H -0.1 0.0 -0.4
H 0.0 -0.3 -0.3
O 0.1 0.4 0.6
H -0.4 -0.5 0.2
H 0.2 0.2 0.0
O 0.1 0.2 0.0
H 0.0 0.3 -0.1
H -0.1 -0.3 0.0
O 0.1 0.0 -0.1
H -0.2 0.0 -0.1
H -0.2 -0.1 0.3
O -0.3 -0.3 -0.1
H 0.1 0.0 0.0
H 0.0 0.1 0.0
O -0.3 0.2 0.1
H 0.2 -0.2 0.4
H 0.0 0.2 0.0
O 0.0 -0.1 -0.2
H 0.2 0.1 0.0
H -0.2 0.0 0.2
O 0.5 0.3 0.3
H -0.2 0.0 0.2
H -0.2 -0.2 -0.2
O -0.2 0.1 -0.4
H 0.2 -0.3 -0.1
H 0.2 0.2 0.2
O 0.0 -0.2 -0.5
H -0.3 0.4 0.1
H 0.2 -0.2 0.2


Record 4
Density functional theory data (ωB97M-V/def2-TZVPD) for a 12-piece molecular cluster, H24O12 overall in a non-equilibrium geometry.

Computed properties:
HOMO energy (eV): -10.51
LUMO level (Eh): -0.021
Gap between HOMO and LUMO (Ha): 0.365
SMILES: O.O.O.O.O.O.O.O.O.O.O.O
Electronic energy (a.u.): -917.1657
Strongest force on any atom (eV Å⁻¹): 1.66
Energy above the lowest of the compared OMol25 structures with the same formula, charge and spin (kcal/mol): 100.16

Geometry (Å):
1 H -0.67091 0.31303 1.50873
2 H 0.33753 0.56914 0.40080
3 H 0.47328 -2.00138 -1.79480
4 H 0.12681 -0.59323 -1.33969
5 H -4.44419 3.03281 -0.59308
6 H -3.76068 3.95421 0.40385
7 H -1.53972 -0.98915 3.33617
8 H -1.86979 0.47638 3.56710
9 H 3.20784 -0.83198 -2.75859
10 H 4.46457 -1.55999 -2.31063
11 H 1.99069 0.37958 1.45935
12 H 2.87172 0.81324 2.61942
13 H -3.96072 -0.17537 -2.65842
14 H -3.26655 0.11807 -1.33855
15 H 4.12747 3.98902 -0.11840
16 H 2.66652 3.58328 -0.22345
17 H -3.86177 -3.04421 -0.92757
18 H -3.41603 -1.67486 -0.44155
19 H 2.50209 -1.53782 0.81785
20 H 1.49660 -2.01761 1.85170
21 H 0.28908 2.43409 -1.19699
22 H -0.40070 1.08009 -1.16654
23 H 1.19186 -3.10896 0.67155
24 H 1.85226 -3.32938 -0.67950
25 O 0.23661 0.12005 1.24764
26 O 0.62748 -1.07421 -2.00826
27 O -3.66953 3.09484 -0.02296
28 O -2.18488 -0.41342 3.76196
29 O 3.57516 -1.32955 -2.01935
30 O 2.56680 1.09564 1.74979
31 O -4.05961 -0.28789 -1.70629
32 O 3.29396 4.24920 -0.52652
33 O -4.15991 -2.28699 -0.41112
34 O 2.17281 -1.34698 1.70337
35 O -0.57037 2.02211 -1.05342
36 O 1.76423 -3.72185 0.19640

Cartesian forces, eV/Å:
H 0.0 0.2 -0.1
H 0.0 0.4 0.4
H -0.1 0.1 -0.1
H 0.1 -0.5 0.0
H 0.1 -0.1 0.0
H 0.1 -0.1 0.0
H -0.1 -0.1 0.2
H -0.1 0.0 0.2
H -0.2 0.0 0.1
H 0.0 0.0 0.1
H 0.3 0.1 0.7
H 0.0 0.0 -0.3
H 0.0 0.1 0.0
H -0.1 0.4 -0.1
H -0.1 0.0 0.0
H 0.2 0.0 0.2
H -0.1 0.0 0.1
H -0.5 -0.3 -0.1
H 0.4 -0.1 0.0
H 0.3 0.4 0.4
H 0.0 0.1 -0.1
H -0.2 0.4 -0.5
H -0.1 -0.4 -0.3
H 0.3 0.0 0.0
O -1.5 -0.4 -0.5
O -0.1 0.1 0.1
O -0.1 0.1 0.0
O 0.2 0.1 -0.3
O 0.1 -0.1 -0.1
O 0.7 1.3 -0.1
O 0.3 1.0 -0.7
O 0.0 -0.1 0.0
O 0.3 -1.2 0.8
O 0.3 -1.3 0.1
O 0.1 -0.3 0.2
O -0.3 0.0 -0.2


Record 5
Density functional theory data (ωB97M-V/def2-TZVPD) for a 12-piece molecular cluster, H24O12 overall in a non-equilibrium geometry.

Computed properties:
HOMO energy (eV): -9.99
LUMO level (Eh): -0.017
Gap between HOMO and LUMO (Ha): 0.350
SMILES: O.O.O.O.O.O.O.O.O.O.O.O
Electronic energy (a.u.): -917.2592
Strongest force on any atom (eV Å⁻¹): 5.68
Energy above the lowest of the compared OMol25 structures with the same formula, charge and spin (kcal/mol): 41.53

Geometry (Å):
1 O 0.58064 2.88267 -2.09044
2 H 0.45364 3.65867 -1.55244
3 H 1.18664 2.42667 -1.47044
4 O -1.57136 1.83767 1.41956
5 H -0.89036 1.52267 1.92056
6 H -2.40236 1.69767 1.89556
7 O 0.32764 -3.07533 -0.78144
8 H 1.27464 -3.13033 -0.88044
9 H 0.22564 -2.10633 -0.61944
10 O 0.20764 -0.01333 3.06256
11 H 0.82264 -0.72833 3.33556
12 H 0.68864 0.81767 3.02156
13 O -2.96136 -0.69233 0.02556
14 H -2.12136 -0.50833 0.23456
15 H -3.55136 -0.25533 0.64456
16 O 0.99164 -2.63833 1.86956
17 H 0.08964 -2.73033 2.14756
18 H 0.99664 -2.94933 0.95056
19 O -0.10736 -0.61233 0.19956
20 H 0.28264 0.16167 -0.22544
21 H 0.23864 -0.51233 1.06656
22 O 0.66064 -0.31033 -2.80144
23 H 0.56664 -0.04833 -3.71744
24 H -0.14136 -0.75933 -2.59044
25 O 1.82764 1.60267 -0.03444
26 H 2.27764 2.42267 0.14656
27 H 2.41264 0.96667 0.34856
28 O 2.84164 -0.47133 1.33256
29 H 3.12364 -0.04833 2.12556
30 H 2.26464 -1.14933 1.59756
31 O -1.90936 -1.31633 -2.51644
32 H -2.27336 -0.95033 -1.69844
33 H -2.09136 -0.59333 -3.05944
34 O -1.75036 1.73367 -1.31444
35 H -0.96336 2.17067 -1.62744
36 H -1.60736 1.69767 -0.36444

Cartesian forces, eV/Å:
O 0.9 0.0 0.6
H -0.5 1.0 -0.1
H -0.3 -0.8 -0.9
O -3.1 1.6 -1.8
H 2.5 -1.5 2.2
H 0.5 0.0 0.0
O 0.1 0.5 0.5
H 0.6 -0.4 -0.7
H -0.5 -0.4 -0.2
O 0.1 -0.5 0.2
H -0.4 0.8 -0.2
H 0.4 -0.2 0.3
O -5.4 -1.4 -1.1
H 5.2 1.3 1.5
H 0.2 0.0 -0.2
O 1.2 0.3 0.5
H -0.8 -0.2 0.1
H -0.5 -0.2 -0.2
O -0.3 0.5 -1.2
H -0.2 0.1 -0.7
H 0.3 -0.3 1.7
O 1.6 0.7 -0.1
H 0.0 0.1 -0.1
H -1.4 -0.8 0.3
O -0.7 1.1 -0.2
H 0.1 0.7 0.1
H 0.6 -1.6 0.3
O 1.3 1.3 -1.3
H 0.5 0.3 1.0
H -1.5 -1.9 0.5
O 0.3 -1.4 1.3
H -0.2 -0.4 0.4
H -0.4 1.8 -1.9
O -0.8 -0.4 0.0
H 0.7 0.2 -0.7
H -0.3 0.0 0.2


Record 6
Density functional theory data (ωB97M-V/def2-TZVPD) for a 12-piece molecular cluster, H24O12 overall.

Computed properties:
HOMO energy (eV): -11.06
LUMO level (Eh): -0.015
Gap between HOMO and LUMO (Ha): 0.392
SMILES: O.O.O.O.O.O.O.O.O.O.O.O
Electronic energy (a.u.): -917.2208
Strongest force on any atom (eV Å⁻¹): 0.34
Energy above the lowest of the compared OMol25 structures with the same formula, charge and spin (kcal/mol): 65.58

Geometry (Å):
1 O 19.39570 14.93197 -5.18754
2 H 18.60414 14.76639 -4.67543
3 H 20.11487 14.76829 -4.57743
4 O 16.28270 8.74435 -3.50562
5 H 15.81148 8.11209 -4.04824
6 H 17.20741 8.55945 -3.66984
7 O 22.17340 8.48107 2.55876
8 H 22.78726 8.05741 1.95883
9 H 22.50388 9.37490 2.64861
10 O 19.36726 12.60721 2.76482
11 H 19.56442 12.55607 3.70010
12 H 18.41351 12.67750 2.72410
13 O 19.55988 6.10146 -3.84887
14 H 19.49001 5.63273 -4.68051
15 H 20.25734 6.74125 -3.99184
16 O 24.07873 15.96343 -3.21192
17 H 25.00763 16.07120 -3.00756
18 H 23.63074 16.11526 -2.37976
19 O 25.38645 12.26249 -0.06036
20 H 26.19708 11.76794 -0.18091
21 H 25.67356 13.12343 0.24391
22 O 22.35619 16.25098 0.94130
23 H 23.20319 15.97240 1.28946
24 H 21.73378 15.60816 1.28133
25 O 18.08779 6.68650 0.60180
26 H 18.26340 6.66106 -0.33881
27 H 18.74440 7.28835 0.95233
28 O 25.36880 12.11469 -4.61510
29 H 25.13404 13.04225 -4.64250
30 H 25.67222 11.97031 -3.71881
31 O 21.88097 9.75033 -5.43226
32 H 21.35584 10.23443 -4.79499
33 H 22.75975 10.12074 -5.34997
34 O 20.94592 11.30773 -1.38642
35 H 20.49121 11.64405 -0.61418
36 H 21.86646 11.52216 -1.23524

Cartesian forces, eV/Å:
O 0.0 0.1 -0.2
H -0.2 -0.1 0.1
H 0.2 0.0 0.1
O -0.1 0.2 0.1
H -0.1 -0.2 -0.1
H 0.3 -0.1 0.0
O -0.2 -0.1 0.1
H 0.1 -0.2 -0.2
H 0.0 0.2 0.0
O 0.2 0.1 -0.2
H 0.1 0.0 0.2
H -0.3 0.0 -0.1
O -0.2 0.0 0.2
H 0.0 -0.1 -0.2
H 0.2 0.2 0.0
O 0.0 -0.2 -0.2
H 0.2 0.1 0.0
H -0.2 0.1 0.2
O -0.3 -0.1 -0.1
H 0.2 -0.2 0.0
H 0.1 0.2 0.1
O 0.1 0.2 -0.2
H 0.2 0.0 0.1
H -0.2 -0.2 0.1
O -0.2 -0.1 0.1
H 0.0 0.0 -0.3
H 0.2 0.2 0.1
O 0.0 -0.2 -0.2
H -0.1 0.3 0.0
H 0.0 -0.1 0.2
O -0.1 -0.3 -0.1
H -0.2 0.2 0.2
H 0.3 0.1 0.0
O -0.1 -0.1 -0.3
H -0.2 0.1 0.2
H 0.3 0.0 0.0